Entry 1:
The following is a quantum chemistry calculation of the molecule C21H20N2O4 at a distorted geometry, from OMol25.

The geometry in ORCA input format:
```
! wB97M-V def2-TZVPD RIJCOSX def2/J DEFGRID3
* xyz 0 1
C 0.8091 1.4987 -3.8415
C 1.8543 1.2955 -2.8134
N 2.3879 2.2798 -2.1449
O 3.2754 1.7440 -1.2631
C 3.2840 0.4096 -1.3934
C 4.1708 -0.3864 -0.5117
C 2.4058 0.0529 -2.3822
C 2.0424 -1.3114 -2.8573
O 0.7149 -1.6817 -2.4605
C 0.5214 -1.8730 -1.1610
O 1.4013 -1.8759 -0.3314
C -0.8955 -2.2029 -0.8358
C -1.5845 -3.1563 -1.5732
C -2.8419 -3.5744 -1.1760
C -3.4152 -3.0449 -0.0309
C -2.7530 -2.0716 0.6942
C -1.4964 -1.6333 0.2919
N -0.8551 -0.6064 0.9923
C -0.1893 0.4173 0.3864
O -0.0990 0.5278 -0.8148
C 0.4402 1.3994 1.3632
C -0.5256 1.8162 2.4330
C -0.5106 1.2155 3.6872
C -1.4361 1.5760 4.6520
C -2.3908 2.5382 4.3724
C -2.4139 3.1410 3.1253
C -1.4888 2.7816 2.1621
H 0.6623 2.5608 -4.0108
H 1.0903 1.0104 -4.7732
H -0.1183 1.0554 -3.4830
H 3.5791 -1.1508 -0.0107
H 4.9508 -0.8752 -1.0940
H 4.6315 0.2676 0.2232
H 2.7526 -2.0445 -2.4591
H 2.0207 -1.3565 -3.9487
H -1.1164 -3.5792 -2.4488
H -3.3696 -4.3196 -1.7510
H -4.3884 -3.3823 0.2928
H -3.2074 -1.6397 1.5744
H -1.0519 -0.5212 1.9802
H 1.3101 0.9005 1.7978
H 0.7855 2.2570 0.7837
H 0.2399 0.4707 3.9163
H -1.4092 1.1054 5.6240
H -3.1119 2.8204 5.1248
H -3.1549 3.8947 2.9035
H -1.5068 3.2510 1.1895
*
```

## Properties
Kohn-Sham gap   9.54 eV
LUMO level   0.710 eV
SMILES   Cc1noc(C)c1COC(=O)c1ccccc1NC(=O)Cc1ccccc1
E_tot   -33271.97441 eV

Entry 2:
The following is a quantum chemistry calculation of a cluster of 11 separate species, C50H79N3O25P2 in total at a distorted geometry, from OMol25.

The geometry in ORCA input format:
```
! wB97M-V def2-TZVPD RIJCOSX def2/J DEFGRID3
* xyz 0 1
C 10.6803 17.6450 -1.9662
C 9.3205 18.2461 -2.1518
N 8.2890 17.2702 -1.8231
C 8.0430 16.1023 -2.5053
C 7.0187 15.5145 -1.8714
N 6.5001 16.4391 -0.9962
C 7.2725 17.5070 -1.0186
C 5.2678 16.2750 -0.2433
H 10.8406 17.3880 -0.9140
H 11.4226 18.4317 -2.1150
H 10.9342 16.7822 -2.5773
H 9.1542 18.6377 -3.1572
H 9.1636 19.1235 -1.5213
H 8.7895 15.7213 -3.1796
H 6.4705 14.6121 -2.0784
H 7.1515 18.3917 -0.4122
H 4.9605 17.2633 0.0567
H 5.4931 15.6283 0.6062
H 4.5053 15.7360 -0.8009
N 7.0978 17.9644 2.5180
O 6.0837 18.3830 1.8979
O 7.4052 18.4663 3.6133
O 7.6760 16.9629 2.0692
C 10.7645 12.9809 -3.3235
C 10.4676 11.9575 -4.2007
C 9.2364 11.3203 -4.0629
C 8.3956 11.6667 -3.0263
C 8.7278 12.6331 -2.0632
C 9.9587 13.2481 -2.2238
O 10.5458 14.0220 -1.2569
O 8.9069 10.3153 -4.9501
H 11.7144 13.5010 -3.3895
H 11.1000 11.7088 -5.0424
H 7.4200 11.2007 -2.9210
H 8.0893 12.7632 -1.2002
H 10.0229 14.1581 -0.4611
H 7.9542 10.2933 -5.0786
C 5.9184 10.9957 -0.0394
C 4.7650 11.7846 0.0349
C 4.6296 12.6340 1.1182
C 5.6393 12.7948 2.0769
C 6.7274 11.9397 2.0310
C 6.8948 11.1190 0.9182
O 8.0378 10.3661 0.8136
O 3.5018 13.4700 1.1247
H 6.0793 10.2967 -0.8509
H 4.1013 11.8498 -0.8166
H 5.4056 13.4698 2.8923
H 7.4185 11.9295 2.8663
H 8.6093 10.4784 1.5777
H 3.3513 13.4920 2.0786
C 14.2544 17.4697 -3.0185
C 13.7230 16.3778 -2.3495
C 13.9477 15.1097 -2.8671
C 14.7737 14.9213 -3.9641
C 15.3757 16.0273 -4.5415
C 15.1162 17.3028 -4.0918
O 15.8850 18.3229 -4.5585
O 13.3827 13.9948 -2.2790
H 14.1557 18.4368 -2.5349
H 13.0719 16.4995 -1.4928
H 15.0421 13.9133 -4.2460
H 16.0929 15.8629 -5.3369
H 15.8079 19.1551 -4.0879
H 12.6580 14.2875 -1.7133
C 5.1137 23.9715 1.4195
C 5.5972 22.6854 1.6448
C 6.3679 22.0851 0.6657
C 6.5812 22.7002 -0.5586
C 6.2287 24.0353 -0.7191
C 5.4953 24.6605 0.2735
O 4.8931 25.8552 -0.0889
O 6.8596 20.8223 0.8585
H 4.3561 24.4351 2.0424
H 5.2741 22.2018 2.5580
H 7.2338 22.2140 -1.2710
H 6.5464 24.5661 -1.6064
H 4.4173 26.1983 0.6743
H 6.3389 20.3105 1.5028
C 12.9838 20.0328 2.5948
C 12.1333 19.7428 3.6485
C 10.7630 19.7691 3.4149
C 10.2589 20.2179 2.1951
C 11.1269 20.5979 1.1880
C 12.4946 20.4692 1.3767
O 13.3413 20.7271 0.3136
O 9.9155 19.4193 4.4200
H 14.0429 20.2112 2.7679
H 12.4131 19.6074 4.6850
H 9.1799 20.1876 2.0936
H 10.7558 20.8080 0.1944
H 14.1402 20.2084 0.4587
H 9.1277 18.9432 4.0835
C 8.7985 22.7252 -4.5615
O 9.7059 21.6618 -4.1896
P 11.0854 22.1904 -3.6212
O 11.7637 23.2049 -4.4206
O 10.7175 22.6512 -2.1615
C 11.3245 23.8555 -1.6042
O 11.9203 20.8942 -3.3165
C 12.5435 20.1097 -4.3247
H 7.8311 22.4285 -4.1639
H 8.7361 22.8430 -5.6396
H 9.0731 23.6617 -4.0765
H 11.2383 23.7832 -0.5309
H 10.7801 24.6617 -2.1009
H 12.3369 24.0161 -1.9756
H 12.1537 19.0935 -4.3362
H 13.6255 20.1978 -4.2964
H 12.2854 20.4455 -5.3400
C 6.0783 15.6625 -6.7720
O 6.9049 16.3976 -5.8667
P 8.3867 16.7510 -6.2760
O 9.2220 17.3323 -5.2256
O 9.0225 15.4486 -6.9003
C 9.2708 14.3592 -5.9962
O 8.2397 17.5937 -7.6045
C 7.8174 18.9499 -7.4983
H 6.5810 15.6098 -7.7361
H 5.0925 16.1187 -6.8317
H 5.9282 14.6486 -6.4042
H 10.0398 14.6911 -5.2888
H 9.8444 13.5541 -6.4515
H 8.3320 14.0591 -5.5364
H 7.3538 19.2097 -6.5396
H 7.0425 19.0688 -8.2548
H 8.6070 19.6876 -7.6290
C 5.5673 18.8314 -3.5967
O 5.0713 18.8153 -2.2779
C 4.1803 19.8883 -1.9993
C 3.3167 19.4869 -0.8026
O 2.8861 18.1581 -0.8020
C 2.3021 17.8033 0.4109
H 4.8263 18.8336 -4.4058
H 6.1384 17.9029 -3.6939
H 6.2571 19.6625 -3.7845
H 3.4786 20.0846 -2.8154
H 4.7896 20.7542 -1.7326
H 2.4056 20.1067 -0.8442
H 3.8443 19.7998 0.1109
H 3.0161 17.8630 1.2466
H 1.8793 16.8062 0.3398
H 1.5208 18.5076 0.7372
C 3.8888 14.6394 -3.6736
O 4.0745 13.2244 -3.7032
C 3.2862 12.6126 -4.7033
C 4.0061 12.6306 -6.0412
O 3.4911 11.7257 -6.9832
C 2.2403 12.0656 -7.5361
H 4.6647 15.0852 -3.0623
H 2.9092 14.8130 -3.2189
H 3.9123 15.0633 -4.6796
H 2.2537 12.9910 -4.7535
H 3.1238 11.5710 -4.4078
H 5.0520 12.3777 -5.8319
H 4.1308 13.5997 -6.5481
H 2.1728 13.1384 -7.7541
H 1.4482 11.6962 -6.8809
H 2.1360 11.5859 -8.5096
*
```

## Properties
Kohn-Sham gap   7.54 eV
LUMO level   0.149 eV
E_tot   -127364.01837 eV

Entry 3:
The following is a quantum chemistry calculation of a structure of composition C25H59F10N14NbO31P at a distorted geometry, from OMol25.

The geometry in ORCA input format:
```
! wB97M-V def2-TZVPD RIJCOSX def2/J DEFGRID3
* xyz -1 1
N 2.8143 -1.0219 -1.4124
C 1.4246 -0.6075 -1.1289
C 1.3392 0.4665 -0.0020
O 0.1099 0.3944 0.7046
C 1.6279 1.8507 -0.6514
Nb -0.1406 3.2418 -0.8936
C -0.5155 3.3986 1.3230
C 0.7034 3.1661 2.2372
C 0.7846 4.0928 3.4558
F -0.4134 4.5857 3.8215
F 1.2029 3.3408 4.5393
C 1.7773 5.2848 3.2552
F 1.9239 5.5886 1.9614
F 1.2245 6.3851 3.8384
C 3.1479 5.1002 3.9551
F 2.9468 5.2504 5.2772
F 3.6846 3.8987 3.7078
C 4.2239 6.1794 3.5399
F 3.7009 7.2926 3.0615
F 4.9371 6.5168 4.6319
F 5.0818 5.6420 2.6760
C -1.9825 4.6168 -1.1828
C -2.6506 4.4902 -2.4778
O -2.7068 5.2575 -3.3864
F -3.2729 3.2699 -2.6590
C 0.0490 3.0957 -3.1887
P 0.5060 4.6500 -3.9571
O 0.2552 5.8631 -3.1667
O -0.1419 4.7366 -5.4415
O 2.1182 4.5501 -4.2491
H 3.4734 -0.5533 -0.8044
H 3.0717 -0.7783 -2.3587
H 1.0440 -0.1374 -2.0386
H 0.7887 -1.4751 -0.9237
H 2.1432 0.2722 0.7052
H -0.5251 -0.1099 0.1836
H 2.0186 1.6516 -1.6569
H 2.4680 2.3128 -0.1169
H 0.9966 4.7024 -0.8204
H -1.3490 1.8637 -0.9570
H -1.0325 4.3441 1.5108
H -1.2371 2.6075 1.5466
H 0.6177 2.1594 2.6508
H 1.6639 3.2336 1.7240
H -1.7546 5.6586 -0.9636
H -2.6874 4.2579 -0.4211
H 0.8522 2.4105 -3.4823
H -0.8546 2.6879 -3.6507
H 0.5045 5.1487 -6.0300
H 2.5000 4.3994 -3.3722
C -1.9751 -1.1164 -4.5782
N -1.9671 -0.7218 -3.1437
O -2.7022 -1.3256 -2.3831
O -1.2296 0.1814 -2.8181
H -2.6804 -1.9301 -4.7078
H -2.2703 -0.2428 -5.1525
H -0.9659 -1.4266 -4.8324
C -1.8490 0.6308 3.9298
N -2.0007 -0.1584 2.6785
O -1.5751 -1.2990 2.6655
O -2.5524 0.3931 1.7543
H -1.3460 0.0213 4.6773
H -1.2663 1.5204 3.7005
H -2.8519 0.8949 4.2455
C 7.4909 3.9725 4.9079
N 7.6550 2.8183 3.9808
O 8.7851 2.4487 3.7348
O 6.6406 2.3273 3.5358
H 8.4742 4.3015 5.2227
H 6.9700 4.7572 4.3677
H 6.9025 3.6287 5.7533
C 3.9912 -3.4449 2.0058
N 2.7657 -2.9686 1.3103
O 1.9799 -3.8097 0.9217
O 2.6391 -1.7760 1.1823
H 3.9651 -4.5283 2.0451
H 4.8449 -3.0920 1.4346
H 3.9842 -3.0140 3.0030
C -5.0078 -3.4590 -2.6372
N -5.2805 -3.4546 -4.0989
O -6.4191 -3.2406 -4.4653
O -4.3421 -3.6705 -4.8394
H -5.9389 -3.2537 -2.1210
H -4.6250 -4.4372 -2.3789
H -4.2649 -2.6939 -2.4278
C -1.5401 -6.9378 -2.0610
N -1.4929 -5.4883 -2.3933
O -2.5043 -4.8289 -2.2569
O -0.4254 -5.0512 -2.7667
H -2.5409 -7.1924 -1.7332
H -1.2691 -7.4866 -2.9590
H -0.8209 -7.0915 -1.2619
C -6.0205 -0.9610 2.9207
N -5.9193 -0.1796 4.1846
O -6.9354 0.0494 4.8015
O -4.8038 0.1790 4.5070
H -7.0616 -1.2112 2.7556
H -5.6317 -0.3364 2.1207
H -5.4141 -1.8540 3.0411
C 2.3566 -0.0907 6.1815
N 1.4083 -0.9934 5.4751
O 0.2184 -0.8383 5.6835
O 1.8908 -1.8233 4.7355
H 1.7847 0.5919 6.7986
H 3.0112 -0.7138 6.7843
H 2.9188 0.4442 5.4211
C -1.8123 5.4717 -8.1239
N -1.6607 4.2427 -8.9464
O -0.5336 3.8868 -9.2299
O -2.6787 3.6750 -9.2849
H -0.8265 5.8603 -7.9063
H -2.3913 6.1819 -8.7071
H -2.3311 5.1977 -7.2092
C -1.2849 1.2422 -11.2608
N -1.6496 -0.1952 -11.3963
O -1.9186 -0.8108 -10.3880
O -1.6519 -0.6572 -12.5213
H -1.3228 1.5203 -10.2161
H -0.2809 1.3582 -11.6579
H -2.0016 1.8165 -11.8393
C -0.4020 -5.2043 1.8176
N -1.3008 -6.2041 1.1941
O -2.4965 -6.0122 1.2250
O -0.7805 -7.1764 0.6638
H -1.0066 -4.4085 2.2338
H 0.1675 -5.7078 2.5912
H 0.2449 -4.8276 1.0367
C 1.9528 -9.4706 3.5604
N 1.8909 -8.0361 3.1703
O 0.8312 -7.4647 3.3021
O 2.9129 -7.5384 2.7446
H 0.9747 -9.7706 3.9171
H 2.2396 -10.0344 2.6780
H 2.7020 -9.5626 4.3408
C -0.8989 -2.7320 5.4580
N -1.2029 -4.1816 5.6816
O -1.5985 -4.5334 6.7761
O -1.0192 -4.9099 4.7291
H -1.0911 -2.2031 6.3786
H 0.1269 -2.6763 5.1616
H -1.5509 -2.3867 4.6620
*
```

## Properties
Kohn-Sham gap   6.18 eV
LUMO level   0.978 eV
E_tot   -149191.89129 eV

Entry 4:
The following is a quantum chemistry calculation of the molecule C4H4N2S2 at a distorted geometry, from OMol25.

The geometry in ORCA input format:
```
! wB97M-V def2-TZVPD RIJCOSX def2/J DEFGRID3
* xyz 0 1
S 2.9997 -0.7505 -0.1393
C 1.2281 -0.2744 -0.2888
N 0.9058 0.8671 -0.8852
N -0.1489 1.6185 -0.4230
C -1.0151 1.0376 0.2609
C -1.0599 -0.3996 0.6981
S -1.4222 -1.4363 -0.8238
C 0.1797 -1.0670 0.3097
H 1.5620 1.4344 -1.3139
H -1.9703 1.6605 0.3396
H -1.6386 -0.6621 1.5117
H 0.3796 -2.0281 0.7540
*
```

## Properties
Kohn-Sham gap   7.56 eV
LUMO level   -1.091 eV
SMILES   S=C1NN=C[C@H]2S[C@@H]12
E_tot   -28860.77657 eV

Entry 5:
The following is a quantum chemistry calculation of a structure of composition C46H49F3N3OS2SbTeW, from OMol25.

The geometry in ORCA input format:
```
! wB97M-V def2-TZVPD RIJCOSX def2/J DEFGRID3
* xyz 1 4
W 0.8330 -1.1499 1.2599
C 0.3145 -3.7310 5.0905
C 0.6097 -2.5998 4.1384
S -0.4425 -2.5433 2.7110
C 1.5686 -1.6875 4.3434
C 2.4854 -1.6883 5.5314
S 1.8817 -0.3622 3.2124
H -0.5983 -4.2499 4.8015
H 0.1799 -3.3659 6.1104
H 1.1244 -4.4636 5.0956
H 2.1270 -2.3518 6.3168
H 2.5774 -0.6843 5.9521
H 3.4877 -2.0137 5.2410
C 3.6486 -3.7306 -0.1434
C 2.6431 -2.7578 0.3829
O 2.2610 -2.8212 1.5989
N 2.0474 -1.7984 -0.3083
Te 1.9444 -1.9657 -2.6423
C 2.4692 -1.0164 -4.4883
C 1.6239 -1.1138 -5.5912
C 0.3020 -1.8396 -5.5947
C 2.0146 -0.4815 -6.7740
C 3.2080 0.2132 -6.8789
C 3.6069 0.8903 -8.1606
C 4.0418 0.2671 -5.7621
C 3.6956 -0.3385 -4.5647
C 4.6329 -0.2421 -3.3870
C 0.0458 -1.0760 -2.4222
C -0.1918 0.2618 -2.7522
C 0.8771 1.2190 -3.2121
C -1.4911 0.7504 -2.6316
C -2.5483 -0.0372 -2.1896
C -3.9468 0.5116 -2.1262
C -2.2761 -1.3563 -1.8548
C -0.9996 -1.9022 -1.9729
C -0.8274 -3.3622 -1.6332
H 4.1667 -4.1988 0.6903
H 4.3655 -3.2443 -0.8046
H 3.1353 -4.5075 -0.7154
H 0.0980 -2.3872 -4.6751
H 0.2681 -2.5553 -6.4176
H -0.5194 -1.1340 -5.7392
H 1.3618 -0.5482 -7.6393
H 2.9126 0.6552 -8.9661
H 4.6056 0.5809 -8.4716
H 3.6262 1.9748 -8.0372
H 4.9896 0.7925 -5.8330
H 5.5455 0.2843 -3.6652
H 4.9254 -1.2275 -3.0153
H 4.1768 0.2935 -2.5488
H 1.8292 1.0521 -2.7035
H 0.5580 2.2428 -3.0172
H 1.0625 1.1318 -4.2856
H -1.6797 1.7887 -2.8951
H -3.9601 1.5304 -1.7347
H -4.5892 -0.1036 -1.4948
H -4.3875 0.5420 -3.1250
H -3.0861 -1.9977 -1.5221
H -1.7966 -3.8565 -1.6103
H -0.3646 -3.5089 -0.6592
H -0.2082 -3.8847 -2.3612
F -7.2367 -1.2699 1.6324
C -5.9531 -0.9116 1.7699
C -5.6627 0.2868 2.3988
C -4.3331 0.6508 2.5403
C -3.3151 -0.1670 2.0475
C -3.6457 -1.3669 1.4275
C -4.9726 -1.7537 1.2852
Sb -1.2978 0.3887 2.3500
C -1.3107 0.3542 4.4640
C -2.2189 -0.4987 5.0856
C -2.2343 -0.6416 6.4658
C -1.3285 0.0862 7.2102
F -1.3280 -0.0506 8.5443
C -0.4152 0.9447 6.6311
C -0.4085 1.0657 5.2497
C -1.5583 2.4742 1.9377
C -1.0188 3.5059 2.6995
C -1.2570 4.8380 2.3751
C -2.0490 5.1191 1.2813
F -2.2813 6.3997 0.9594
C -2.6155 4.1251 0.5034
C -2.3622 2.8050 0.8442
H -6.4686 0.9062 2.7706
H -4.0964 1.5820 3.0442
H -2.8649 -2.0265 1.0638
H -5.2530 -2.6905 0.8208
H -2.9200 -1.0800 4.4991
H -2.9290 -1.3070 6.9613
H 0.2819 1.4896 7.2543
H 0.3483 1.6910 4.7970
H -0.4045 3.2942 3.5646
H -0.8475 5.6487 2.9640
H -3.2506 4.3917 -0.3318
H -2.8209 2.0213 0.2461
C 1.0774 4.1989 -0.7657
N 1.5199 2.8868 -0.3127
C 2.8155 2.5052 -0.0376
C 2.7529 1.2134 0.3697
N 1.4321 0.8014 0.3505
C 0.7312 1.8368 -0.0733
H 1.6382 4.4926 -1.6505
H 1.2189 4.9328 0.0250
H 0.0187 4.1432 -1.0095
H 3.6460 3.1827 -0.1452
H 3.5424 0.5559 0.6879
H -0.3303 1.8480 -0.2450
*
```

## Properties
Kohn-Sham gap (alpha / beta)   6.54 / 5.76 eV
LUMO level (alpha / beta)   -2.760 / -3.903 eV
E_tot   -100488.74122 eV